1.
140
Properties=species:S:1:pos:R:3:lowdin_charge:R:1 method="wB97M-V/def2-TZVPD" homo_lumo_gap_ha=0.30286 homo_energy_ha=-0.2966 smiles="CCN(CC)CC.CCN(CC)CC.CNC(C)=O.CNC(C)=O.CNC(C)=O.CNC(C)=O.CNC(C)=O.CNC(C)=O.CNC(C)=O.CNC(C)=O" e_above_lowest_kcal_mol=116.9 total_energy_ha=-2572.6723
H -11.67770 17.99650 4.61619 0.077
C -18.30967 13.32411 -5.36114 -0.253
H -21.18414 13.73523 6.13228 0.076
H -14.54119 15.06184 3.52338 0.056
C -20.43862 10.48082 3.80894 -0.576
C -22.62804 16.57463 1.17359 0.006
H -19.38526 15.10476 1.54442 0.068
C -17.53739 15.06470 4.53796 -0.318
C -13.87141 21.10257 1.66367 -0.525
H -15.12801 12.00969 8.78663 0.082
C -22.09297 16.28463 -0.29080 -0.565
H -14.40080 8.91053 3.47281 0.083
N -18.39066 22.03984 2.48170 -0.008
N -17.94947 16.05056 3.66840 -0.180
H -20.03068 12.50720 -1.73117 0.077
H -23.63631 16.25571 1.43777 0.065
H -18.88384 23.57515 5.48978 0.082
O -17.02391 11.46112 2.55013 0.012
H -12.90026 16.57961 8.27966 0.086
H -19.03417 11.78855 -6.78201 0.069
H -14.89185 21.08096 4.06554 0.075
C -20.49939 16.24955 -4.38401 -0.066
N -19.53286 13.94634 -4.87768 -0.179
C -15.51100 12.74140 8.07529 0.009
H -18.22108 22.35247 1.53640 0.152
H -24.22550 15.66099 4.83377 0.078
H -17.82132 14.23842 6.53895 0.063
N -13.25455 21.47193 2.76474 -0.008
H -10.37239 17.98820 3.34609 0.083
H -12.16005 15.19952 7.53693 0.088
H -12.36494 14.44724 2.97662 0.140
C -20.13043 13.30438 -3.75388 -0.284
C -18.44298 11.84636 -5.86809 -0.075
H -12.37089 20.56645 0.23131 0.089
O -10.33308 15.56315 3.38044 0.034
C -18.16689 20.70492 2.72144 -0.129
H -18.56181 17.66157 5.01260 0.102
C -16.27588 10.97135 3.37079 -0.569
H -18.74297 11.34253 3.57148 0.082
H -22.79368 17.62597 1.40883 0.069
H -21.45903 14.50483 4.72446 0.078
H -12.50976 22.31279 0.58889 0.083
H -14.35642 14.88892 9.17234 0.144
H -17.45942 11.43445 -6.09401 0.064
H -24.91967 12.84463 4.54650 0.139
H -13.42568 16.01424 6.70895 0.070
H -22.45353 14.99624 6.20244 0.083
C -17.94227 15.16042 5.97028 -0.061
C -23.11516 13.19042 5.36970 -0.595
H -17.37463 15.93230 6.48997 0.073
H -20.06292 11.18263 1.72676 0.058
C -13.12316 15.68244 7.70217 -0.069
C -20.89109 10.93769 2.39176 0.012
H -19.01857 20.29826 3.26675 0.092
H -21.19633 16.20118 -5.22070 0.089
C -18.31942 14.89247 1.46057 -0.083
H -21.51943 10.16806 1.94347 0.080
H -20.14384 17.26929 -4.23629 0.073
H -18.88874 11.18968 -5.12098 0.055
H -13.65352 21.32324 -0.46891 0.089
H -20.83323 16.55516 -1.70311 0.096
O -15.01437 20.51905 1.68479 -0.032
H -18.51657 15.45749 -3.84102 0.113
H -16.53770 15.47790 2.44395 0.090
H -20.34323 12.26370 -3.99845 0.104
C -24.34316 14.89060 4.07170 -0.041
H -16.46335 15.02630 4.35609 0.083
O -22.63329 15.43683 -0.95946 0.038
H -19.92915 17.58913 1.07039 0.063
H -17.79873 20.23254 1.81071 0.099
H -18.41188 18.14051 3.44414 0.072
C -13.84329 21.37858 4.05952 -0.050
H -16.20602 13.51023 8.41285 0.066
C -13.87208 15.88212 3.26351 -0.078
H -18.01669 13.91820 -6.22678 0.106
C -11.37505 17.66297 3.62358 0.005
H -17.46577 13.35920 -4.67215 0.104
H -17.20099 9.13082 3.20130 0.138
C -17.53753 15.86946 2.25653 -0.235
H -15.70473 7.79958 3.93663 0.085
N -16.42184 9.64164 3.59128 0.021
C -15.17314 11.77926 3.93046 0.007
C -18.66343 23.02510 3.34258 -0.537
O -22.93927 12.01164 5.59748 0.044
H -17.29240 20.63843 3.36869 0.054
H -16.00559 18.29124 3.47876 0.060
H -20.81339 15.95419 -3.38288 0.028
H -18.85849 15.82307 -5.53560 0.107
H -13.96867 16.56014 4.11149 0.061
H -15.88003 17.37260 5.00505 0.052
C -11.38108 16.15927 3.38677 -0.573
H -17.52526 16.80214 1.69256 0.112
H -19.61271 10.52667 6.38244 0.087
H -20.36336 18.82942 -0.01813 0.072
H -19.58771 22.11342 5.06652 0.079
H -14.65836 11.38503 4.80663 0.070
H -18.08220 13.84772 1.66137 0.061
H -18.05303 14.96205 0.40592 0.074
C -18.83744 10.45533 5.61957 -0.031
H -12.49183 22.11017 2.58860 0.140
H -17.79473 22.20088 5.12868 0.072
H -15.03984 9.05904 5.11016 0.078
C -19.59354 13.30828 -2.32723 -0.076
H -21.87098 16.24551 1.88538 0.059
N -14.13688 14.76236 8.19464 0.012
H -19.78407 14.23526 -1.78641 0.047
O -18.75416 24.16585 2.90081 0.018
C -14.33733 13.61657 7.55988 -0.555
N -20.99898 16.84067 -0.74858 0.050
H -17.96456 10.99277 5.99017 0.061
N -12.48802 15.43088 3.17008 0.022
N -24.23687 13.55525 4.76764 0.004
O -21.33322 9.89560 4.46390 -0.010
C -16.49344 18.06331 4.42647 -0.072
H -19.01161 15.34574 6.07161 0.072
H -15.51844 12.73713 4.31950 0.065
H -18.57653 9.40841 5.46465 0.077
H -13.11483 20.75458 4.57728 0.084
C -22.02085 14.19364 5.60515 -0.009
H -23.46940 14.85506 3.42103 0.058
O -13.78755 13.26834 6.52261 0.032
H -25.31190 14.73451 3.59705 0.090
C -17.91568 17.47872 4.15401 -0.198
H -21.39622 11.89023 2.55179 0.071
H -12.02905 18.10208 2.87022 0.068
C -20.09469 17.77339 0.00891 -0.055
C -18.70964 22.71797 4.83941 0.006
C -15.29708 8.79981 4.08316 -0.056
H -18.53288 13.06768 -2.39939 0.068
H -14.16847 16.38325 2.34203 0.087
H -21.13788 13.68840 -3.59360 0.109
C -13.06049 21.38343 0.44367 -0.003
H -19.11232 17.85633 -0.45602 0.079
H -13.78260 22.35568 4.53878 0.088
H -14.47842 12.05195 3.13603 0.100
H -16.66964 19.04245 4.87185 0.057
N -19.30902 10.88394 4.27104 0.033
C -19.26172 15.36710 -4.63138 -0.259
H -16.06630 12.21557 7.29860 0.057
H -17.88225 14.09678 4.17420 0.115

2.
37
Properties=species:S:1:pos:R:3:lowdin_charge:R:1 method="wB97M-V/def2-TZVPD" total_charge=-1 homo_lumo_gap_ha=0.28749 homo_energy_ha=-0.2115 total_energy_ha=-2935.6463
C 3.23536 2.74228 -0.03972 -0.710
H 1.21634 2.10676 0.90497 0.104
Cl 0.68912 4.01298 -0.57483 0.433
H -3.76220 1.15575 -2.65287 0.086
H 3.01569 4.48198 2.20985 0.079
H -3.78469 -5.36062 -1.75022 0.072
H 0.41824 -1.18150 2.50578 -0.140
Cl 2.83227 1.75476 -1.55540 0.516
C -3.05215 -4.69868 -1.28175 -0.167
S 4.28330 1.76934 1.21294 0.640
C 1.95045 4.02753 2.04093 -0.154
N 3.15999 0.97274 2.28694 -0.392
H 1.18169 4.93148 2.05230 0.072
H -1.08013 -0.58374 -1.37539 0.077
C -4.56420 -0.53059 -3.17496 -0.164
O 5.33453 0.84257 0.55489 -0.416
H 0.40773 -1.35686 0.18664 0.075
O 4.61703 -1.13361 3.07251 -0.448
H -2.31798 -4.38533 -2.02765 0.081
O -0.35060 -0.85376 0.52926 -0.176
C -1.39940 -0.98893 -0.41204 -0.151
O -3.70817 -3.55249 -0.77166 -0.142
S 1.58439 -1.52614 3.26001 0.469
S 3.32467 -0.76572 2.25426 0.379
H -2.54202 -5.22005 -0.46805 0.078
C 1.78301 3.12908 0.67969 -0.708
H 1.70362 3.30883 2.95150 0.092
H -4.35306 -3.86163 -0.11278 0.084
H -5.43444 -0.40594 -2.52587 0.075
H -2.27008 -0.43328 -0.05604 0.080
H -1.66166 -2.04455 -0.51759 0.059
H 3.74321 3.78373 -0.28294 0.125
H -4.28033 -1.58523 -3.20161 0.074
H -4.80006 -0.19320 -4.18728 0.071
O -3.48110 0.22494 -2.66469 -0.131
O 5.06424 2.81294 2.09679 -0.435
O 3.29741 -1.39585 0.83408 -0.489

3.
11
Properties=species:S:1:pos:R:3:mulliken_spin:R:1 method="wB97M-V/def2-TZVPD" total_charge=+1 homo_lumo_gap_ha="0.31694 / 0.27736" spin_multiplicity=2 homo_energy_ha="-0.4623 / -0.5003" s_squared=0.751 total_energy_ha=-616.1439
H 1.62982 0.59081 2.02978 -0.001
Cd -1.31236 -2.73134 -1.09419 0.964
C 2.14546 0.27001 1.12566 0.008
H 3.21598 0.42401 1.00085 0.000
C -0.74511 0.23592 -0.83544 0.037
O -1.44744 -0.56179 -1.44428 0.006
Li 0.68332 2.54378 0.03712 -0.001
O -0.43582 1.40470 -0.94465 -0.004
F 2.07200 -0.88328 -0.88935 -0.001
O 0.15737 -0.63444 0.15551 -0.004
C 1.46547 -0.42945 0.21151 -0.004